1.
Density functional theory data (ωB97M-V/def2-TZVPD) for an isolated molecule of C20H16N2O3S2 at a distorted geometry.

Values from the calculation:
Total energy, Ha: -1903.328739
E_HOMO, eV: -7.594
Lowest unoccupied orbital energy, eV: 0.372
Gap between HOMO and LUMO, eV: 8.0
Total charge: 0
Structure (SMILES): COc1ccc(-c2csc(N(Cc3ccco3)C(=O)c3cccs3)n2)cc1

```
43
Properties=species:S:1:pos:R:3:forces:R:3
C 3.0635 3.8744 5.4723 0.1 0.2 0.1
O 2.6850 2.6083 4.9915 -0.1 -0.3 -0.2
C 2.1165 2.5232 3.7560 -0.1 -0.1 -0.1
C 1.8806 3.6008 2.9089 0.2 0.1 0.4
C 1.2951 3.3962 1.6727 -0.1 -0.4 -0.1
C 0.9319 2.1214 1.2514 0.2 0.1 0.4
C 0.3094 1.8803 -0.0426 -0.4 0.6 -0.7
C -0.2555 2.8017 -0.8796 0.1 -0.4 0.1
S -0.8973 2.0613 -2.2987 0.4 0.1 0.7
C -0.3540 0.5387 -1.6497 -0.3 1.1 -0.3
N -0.5505 -0.6488 -2.3204 0.0 -0.2 -0.2
C 0.0557 -1.8200 -1.7068 -0.1 -0.3 0.1
C -0.6337 -2.1918 -0.4344 0.8 -0.2 0.5
C -0.1447 -2.4243 0.8160 -0.1 0.0 -0.7
C -1.2655 -2.7139 1.6325 -0.5 0.0 -0.2
C -2.3502 -2.6315 0.8189 0.1 -0.2 0.9
O -1.9790 -2.3211 -0.4359 0.0 0.1 -0.5
C -1.2466 -0.6273 -3.4993 0.0 0.0 0.0
O -1.5889 0.4329 -3.9997 0.0 -0.3 -0.2
C -1.5653 -1.9050 -4.1473 -0.2 -0.3 -0.6
C -2.0911 -3.0618 -3.6367 0.2 0.3 0.0
C -2.3830 -4.0114 -4.6344 0.0 -0.1 -0.2
C -2.0823 -3.5640 -5.8833 0.2 0.4 0.0
S -1.4622 -1.9666 -5.8763 -0.2 -0.3 0.5
N 0.2405 0.5979 -0.5096 0.2 -0.5 0.0
C 1.1750 1.0444 2.1071 0.0 0.2 -0.1
C 1.7560 1.2401 3.3379 0.1 0.2 0.2
H 3.4822 3.7008 6.4625 0.0 0.1 -0.1
H 2.2035 4.5468 5.5570 0.0 0.0 0.0
H 3.8246 4.3365 4.8349 0.0 0.0 0.0
H 2.1505 4.6044 3.1985 0.0 0.1 0.1
H 1.1302 4.2448 1.0264 0.0 0.1 -0.1
H -0.3465 3.8584 -0.7382 0.0 0.3 0.1
H 0.0308 -2.6383 -2.4308 0.1 0.2 0.1
H 1.0938 -1.5763 -1.4634 -0.1 -0.1 0.0
H 0.8827 -2.3970 1.1142 0.3 0.1 0.0
H -1.2588 -2.9439 2.6777 -0.1 -0.1 0.2
H -3.3983 -2.7641 0.9990 -0.2 0.0 -0.1
H -2.2976 -3.2120 -2.5928 0.0 0.0 0.2
H -2.7979 -4.9818 -4.4293 -0.1 -0.2 0.0
H -2.1922 -4.0826 -6.8150 0.0 -0.1 -0.2
H 0.8893 0.0563 1.7833 0.0 -0.1 0.0
H 1.9443 0.4140 4.0055 0.0 -0.1 0.1
```
Positions in Å, forces in eV/Å.

=====

2.
Density functional theory data (ωB97M-V/def2-TZVPD) for an isolated molecule of C5H15N3 at a distorted geometry.

Values from the calculation:
Total energy, Ha: -363.738093
Energy relative to the best compared isomer or geometry (same formula, charge and spin), kcal/mol: 30.75
E_HOMO, eV: -8.383
Lowest unoccupied orbital energy, eV: 1.111
Gap between HOMO and LUMO, eV: 9.5
Total charge: 0
Structure (SMILES): CNC[C@H](C)NCN

```
23
Properties=species:S:1:pos:R:3:forces:R:3
C -0.5885 -2.4743 -1.8683 0.6 0.9 -0.5
N 0.1663 -1.5699 -1.0076 -0.4 -1.8 0.6
C -0.4602 -1.3233 0.2647 0.2 2.0 -0.1
C 0.0563 0.0153 0.8979 -0.6 -1.6 -0.7
C -0.7032 0.1946 2.2025 -0.2 1.4 0.5
N -0.1002 1.1108 -0.0411 0.4 -0.1 0.4
C 0.7901 2.2441 0.1640 -0.1 0.5 -1.3
N 1.7534 2.3745 -0.9486 -0.4 0.5 0.4
H -1.5199 -2.0542 -2.2680 -0.3 0.1 0.3
H 0.0240 -2.6194 -2.7641 -0.1 -0.6 0.2
H -0.8289 -3.3904 -1.3352 0.2 -0.2 -0.2
H 0.4735 -0.7531 -1.4756 0.0 0.9 -0.2
H -0.2490 -2.0908 1.0043 -0.1 -0.4 -0.1
H -1.5502 -1.1742 0.1731 -0.1 -0.4 0.0
H 1.1307 -0.1426 1.0001 0.1 0.3 0.4
H -0.4730 1.1608 2.6672 0.2 0.0 -0.1
H -0.5647 -0.5210 3.0124 0.1 -0.4 -0.4
H -1.7694 0.2863 1.9703 0.0 -0.3 0.0
H -1.0497 1.3468 -0.3279 0.4 -0.1 0.6
H 0.1705 3.1450 0.1462 0.1 0.1 0.1
H 1.3294 2.2656 1.1080 -0.1 -0.4 0.2
H 2.6820 1.9910 -0.8289 -0.3 -0.3 0.2
H 1.2807 1.9784 -1.7453 0.4 -0.1 -0.3
```
Positions in Å, forces in eV/Å.